Formula: C7H10N2
Source: the Open Molecules 2025 dataset
Level of theory: wB97M-V/def2-TZVPD

```
19
C7H10N2 (wB97M-V/def2-TZVPD)
C -0.74 1.21 0.03
H -3.84 -0.18 -0.18
C 0.01 0.04 -0.24
H 1.74 0.04 1.97
C 1.57 0.25 0.13
H 3.01 -0.72 0.91
C -0.63 -1.25 -0.21
H -2.86 1.92 0.10
N 1.92 -0.59 1.15
C -2.70 -0.18 -0.07
H 3.22 -0.07 -1.16
N 2.28 -0.07 -1.19
H -2.59 -2.19 -0.29
H 0.00 -2.05 -0.27
H 2.06 0.97 -1.75
C -2.19 1.01 0.08
H -0.12 1.99 0.59
C -1.94 -1.35 -0.10
H 1.77 1.23 0.50
```

Output
relative energy (zero: lowest compared OMol25 entry of this formula, charge and spin): 333.7 kJ/mol
HOMO level: -9.04 eV
structure (SMILES): NC(N)c1ccccc1
largest force on an atom: 7.67 eV/A
gap between HOMO and LUMO: 9.7328 eV
charge: 0
LUMO energy: 0.7 eV